No. 1
Here is a single CH4N2 molecule from the Open Molecules 2025 dataset. Energies are from ωB97M-V with the def2-TZVPD basis set.

The geometry in XYZ format:
```
7
CH4N2, DFT ωB97M-V with the def2-TZVPD basis set
C -0.169 1.146 -0.192
H 0.686 -1.747 0.407
H -0.257 -0.784 1.359
H 0.106 1.895 -0.960
H -0.650 1.496 0.713
N -0.093 -1.087 0.366
N 0.255 -0.018 -0.418
```

Results
molar mass: 44.06 Da
structure (SMILES): C=NN

Atomic partial charges in e from the Mulliken method, atoms 1 to 2: atom 1 (C): -0.300, atom 2 (H): 0.260



No. 2
Here is a 2-piece molecular cluster, C4H12O overall from the Open Molecules 2025 dataset. Energies are from ωB97M-V with the def2-TZVPD basis set.

The geometry in XYZ format:
```
17
C4H12O, DFT ωB97M-V with the def2-TZVPD basis set
C 4.674 1.964 -1.788
C 4.983 3.380 -2.220
H 3.636 1.615 -1.792
H 5.513 1.372 -2.302
H 4.889 1.786 -0.735
H 4.007 3.735 -2.731
H 5.770 3.507 -3.007
H 5.018 4.170 -1.348
C -4.305 -3.033 1.537
O -4.400 -3.164 2.952
C -4.033 -1.549 1.480
H -5.324 -2.980 1.044
H -3.790 -3.830 0.998
H -5.177 -3.635 3.291
H -3.271 -1.318 2.237
H -4.811 -0.785 1.742
H -3.379 -1.234 0.641
```

Results
molar mass: 76.14 Da
structure (SMILES): CCO.CC

Atomic partial charges in e from the Mulliken method, atoms 1 to 2: atom 1 (C): -0.755, atom 2 (C): -0.695



No. 3
Here is a 3-piece molecular cluster, C3H13NO2S overall from the Open Molecules 2025 dataset. Energies are from ωB97M-V with the def2-TZVPD basis set.

The geometry in XYZ format:
```
20
C3H13NO2S, DFT ωB97M-V with the def2-TZVPD basis set
C -0.038 0.367 -1.445
C 0.165 -0.741 -0.394
C -1.118 -1.467 -0.068
S -0.849 -2.788 1.156
N 1.264 0.986 -1.710
H -0.713 1.020 -0.895
H -0.572 -0.011 -2.320
H 0.988 -1.345 -0.785
H 0.555 -0.157 0.446
H -1.668 -1.855 -0.930
H -1.782 -0.715 0.384
H -1.439 -2.152 2.197
H 1.302 1.330 -2.664
H 1.372 1.862 -1.195
H 1.793 4.436 -1.446
H 1.435 4.589 -2.940
O 2.168 4.597 -2.318
H -1.259 -0.300 3.540
H -0.151 0.709 3.392
O -1.059 0.546 3.085
```

Results
net charge: -1
expectation value of S²: 0.750
molar mass: 127.21 Da
2S+1: 2

Atomic partial charges in e from the Mulliken method, atoms 1 to 2: atom 1 (C): -0.563, atom 2 (C): -0.675



No. 4
Here is C18H20FMnN3O2S2 as an isolated structure from the Open Molecules 2025 dataset. Energies are from ωB97M-V with the def2-TZVPD basis set.

The geometry in XYZ format:
```
47
C18H20FMnN3O2S2, DFT ωB97M-V with the def2-TZVPD basis set
Mn -0.639 -0.408 -0.769
C -3.738 0.015 0.824
C -2.528 -0.153 1.675
N -1.312 -0.268 1.202
C -0.376 -0.493 2.187
C -0.890 -0.519 3.440
S -2.580 -0.265 3.374
C 0.997 -0.733 1.745
C 2.127 -0.780 2.493
S 3.460 -1.143 1.493
C 2.449 -1.196 0.123
N 1.189 -0.967 0.395
C 2.976 -1.459 -1.247
H -3.843 -0.862 0.180
H -3.642 0.904 0.198
H -4.635 0.120 1.430
H -0.378 -0.694 4.371
H 2.237 -0.620 3.552
H 4.014 -1.781 -1.219
H 2.931 -0.548 -1.848
H 2.391 -2.241 -1.733
N -0.183 -0.512 -2.832
C -0.413 -1.889 -3.370
C -1.895 -2.213 -3.388
C -2.563 -2.276 -2.013
O -3.711 -2.634 -1.910
O -1.818 -1.905 -1.002
H -0.751 0.145 -3.365
H 0.779 -0.229 -2.995
H 0.122 -2.585 -2.725
H 0.005 -1.964 -4.375
H -2.059 -3.169 -3.886
H -2.441 -1.480 -3.989
F 2.836 3.351 3.497
C 2.086 2.971 2.453
C 0.709 2.999 2.572
C -0.056 2.591 1.493
C 0.537 2.159 0.303
C -0.272 1.667 -0.823
C 1.933 2.173 0.220
C 2.717 2.575 1.287
H 0.258 3.343 3.493
H -1.137 2.612 1.574
H 0.192 1.849 -1.792
H -1.300 2.040 -0.821
H 2.416 1.873 -0.704
H 3.796 2.596 1.228
```

Results
net charge: +1
expectation value of S²: 6.315
molar mass: 448.45 Da
2S+1: 5

Atomic partial charges in e from the Mulliken method, atoms 1 to 2: atom 1 (Mn): 0.414, atom 2 (C): -1.142



So what do the calculations give for strongest force on any atom? Going down the list: 2.15; 4.24; 1.57; 0.14 eV/A.
So what do the calculations give for relative energy (zero: lowest compared OMol25 entry of this formula, charge and spin)? Going down the list: 55.1; 50.3; 17.7; 0.0 kcal per mole.